Density functional theory data (wB97M-V/def2-TZVPD) for a structure of composition C19H24N5O2PS3W.

Values from the calculation:
highest occupied orbital energy: -18.91 eV
LUMO energy: -15.29 eV
orbital gap: 0.1331 Eh
relative energy (zero: lowest compared OMol25 entry of this formula, charge and spin): 0.000 eV

ORCA input file:
```
! RIJCOSX wB97M-V def2-TZVPD def2/J DEFGRID3
* xyz 4 1
W -0.5568 -0.1899 -0.3248
S 0.0955 -0.8074 1.8308
C 1.7171 -0.2304 2.1361
C 2.1856 -0.3869 3.4715
N 2.5089 -0.5279 4.5651
C 2.4347 0.2851 1.1227
S 1.7111 0.4209 -0.4599
C 3.7864 0.7172 1.2436
N 4.8786 1.0615 1.3362
N 1.8576 -2.5823 -4.7877
C 1.0703 -1.7055 -4.1890
C 0.7728 -1.7638 -2.7989
N -0.0990 -0.8980 -2.2932
C -0.6700 0.0365 -3.0837
C -0.2844 0.1407 -4.4204
N 0.5666 -0.7043 -4.9484
H 2.3012 -3.3464 -4.3036
H 2.0542 -2.4670 -5.7732
H 1.2613 -2.4559 -2.1270
H -1.4525 0.6612 -2.6699
H -0.6714 0.9303 -5.0536
C -2.0711 -3.9001 1.4027
P -2.8972 -2.7100 0.3760
C -4.1707 -1.8551 1.2694
C -3.5144 -3.4349 -1.1216
O -1.8071 -1.6075 -0.0804
H -2.6898 -4.8006 1.4567
H -1.9340 -3.5132 2.4131
H -1.1061 -4.1687 0.9709
H -4.8645 -2.5960 1.6771
H -4.7232 -1.1909 0.6049
H -3.7341 -1.2989 2.0998
H -4.3349 -4.1108 -0.8637
H -2.7312 -4.0127 -1.6138
H -3.8948 -2.6636 -1.7917
C -4.8735 8.7898 -0.5115
C -4.2875 7.5324 -0.1149
C -2.8852 7.4571 0.2682
C -2.3305 6.2921 0.6404
C -3.1541 5.0869 0.6965
C -4.5642 5.1586 0.2817
C -5.0983 6.3340 -0.0857
S -2.6771 3.6419 1.3039
C -1.0154 3.8370 1.9495
O -1.3226 1.3367 -0.1457
H -4.1661 9.6033 -0.6425
H -5.5954 9.0685 0.2896
H -5.5322 8.6666 -1.3836
H -2.2987 8.3679 0.2483
H -1.2885 6.2492 0.9260
H -5.1669 4.2591 0.3247
H -6.1444 6.4076 -0.3581
H -0.3143 4.0453 1.1416
H -0.7844 2.8797 2.4135
H -1.0108 4.6221 2.7060
*
```